#1
Formula: C7H16O2
Source: the OMol25 dataset
Level of theory: wB97M-V/def2-TZVPD

As for the SMILES: CCCC[C@H](CC)OO. Its frontier orbital gap is 10.53 eV.

Each line ends with the Mulliken charge.
CARTESIAN COORDINATES (ANGSTROEM)
O 2.95 2.72 0.83  -0.391
O 2.27 1.76 -0.11  -0.269
C -0.30 -1.75 2.56  -1.255
C 0.74 -0.21 -1.90  -0.924
C -0.56 -0.22 2.47  -0.321
C 0.54 0.52 1.56  -0.170
C 0.40 1.37 -1.69  -0.686
C 0.15 1.81 0.92  -0.522
C 0.88 2.01 -0.34  0.007
H 3.73 2.32 1.06  0.295
H 0.02 -2.19 1.60  0.326
H 0.45 -1.83 3.32  0.287
H -1.07 -2.34 2.93  0.416
H 0.98 -0.49 -3.01  0.300
H -0.10 -0.81 -1.56  0.260
H 1.70 -0.48 -1.28  0.207
H -0.49 0.12 3.52  0.279
H -1.56 -0.11 1.99  0.303
H 0.86 -0.26 0.85  0.052
H 1.40 0.71 2.23  0.235
H 0.74 1.88 -2.60  0.392
H -0.67 1.35 -1.69  0.322
H 0.12 2.72 1.65  0.236
H -0.84 1.55 0.57  0.271
H 0.88 3.06 -0.64  0.352

#2
Formula: C7H16O2
Source: the OMol25 dataset
Level of theory: wB97M-V/def2-TZVPD

As for the SMILES: CC(C)[C@@H](C)C(C)(O)O. Its frontier orbital gap is 10.67 eV.

Each line ends with the Mulliken charge.
CARTESIAN COORDINATES (ANGSTROEM)
C 0.96 -1.00 -0.45  0.722
C 0.68 0.41 0.01  0.320
C -0.96 0.67 -0.20  0.591
C 0.59 -1.36 -1.88  -1.772
C 1.12 0.73 1.44  -1.665
C -1.88 -0.28 0.58  -1.379
C -1.30 2.12 0.16  -1.692
O 0.55 -1.97 0.47  -0.517
O 2.51 -1.01 -0.44  -0.607
H 0.37 -2.79 -0.01  0.361
H 2.75 -1.19 0.49  0.327
H 1.16 1.12 -0.67  0.401
H -1.20 0.55 -1.26  0.316
H 0.84 -0.55 -2.57  0.351
H -0.48 -1.59 -1.97  0.430
H 1.16 -2.24 -2.19  0.479
H 0.85 1.75 1.73  0.412
H 0.68 0.05 2.17  0.299
H 2.21 0.66 1.52  0.449
H -0.65 2.83 -0.36  0.378
H -1.64 -0.29 1.65  0.253
H -2.93 0.02 0.47  0.454
H -1.83 -1.30 0.19  0.302
H -2.33 2.36 -0.13  0.447
H -1.23 2.29 1.24  0.338

Which of them is the most stable? Correct choice: #2.

#1
Formula: C21H22N2O3
Source: the OMol25 dataset
Level of theory: wB97M-V/def2-TZVPD

As for the SMILES: COc1ccc(NC(=O)c2cccc(-n3c(C)ccc3C)c2)c(OC)c1. Its frontier orbital gap is 8.32 eV.

Each line ends with the Mulliken charge.
CARTESIAN COORDINATES (ANGSTROEM)
C 2.14 -6.68 1.55  -0.810
H 2.84 -6.48 0.73  0.319
O 0.81 -6.42 1.16  -0.474
C 0.47 -5.15 0.78  0.448
C -0.86 -4.96 0.41  -0.814
C -1.30 -3.72 0.01  -0.389
C -0.43 -2.64 -0.02  -0.359
C 0.91 -2.83 0.35  0.354
C 1.36 -4.08 0.75  -0.006
H 2.39 -4.22 1.04  0.506
O 1.71 -1.71 0.29  -0.354
C 3.07 -1.82 0.64  -0.942
H 3.59 -2.53 -0.02  0.363
H 3.49 -0.83 0.50  0.225
H 3.19 -2.13 1.68  0.377
N -0.79 -1.35 -0.41  -0.010
C -2.01 -0.88 -0.81  0.511
O -3.01 -1.55 -0.93  -0.682
C -1.99 0.58 -1.13  0.189
C -1.17 1.48 -0.44  0.158
C -1.17 2.82 -0.79  -1.228
C -1.99 3.28 -1.81  -0.141
C -2.83 2.39 -2.47  -0.876
C -2.83 1.05 -2.13  -0.654
H -3.48 0.35 -2.63  0.487
H -3.48 2.75 -3.25  0.392
H -1.97 4.32 -2.09  0.540
N -0.32 3.71 -0.11  0.418
C 1.04 3.54 0.05  0.722
C 1.51 4.61 0.76  -0.807
C 0.42 5.44 1.06  -0.797
C -0.70 4.87 0.51  0.652
C -2.12 5.33 0.58  -1.491
H -2.80 4.48 0.61  0.327
H -2.26 5.93 1.47  0.398
H -2.38 5.94 -0.29  0.263
H 0.45 6.35 1.62  0.487
H 2.54 4.78 1.03  0.481
C 1.79 2.40 -0.55  -1.434
H 1.82 1.54 0.12  0.213
H 1.35 2.09 -1.49  0.300
H 2.82 2.70 -0.73  0.428
H -0.56 1.15 0.39  0.975
H -0.02 -0.70 -0.41  0.192
H -2.33 -3.57 -0.27  0.554
H -1.53 -5.80 0.44  0.434
H 2.17 -7.74 1.80  0.239
H 2.43 -6.09 2.43  0.317

#2
Formula: C21H22N2O3
Source: the OMol25 dataset
Level of theory: wB97M-V/def2-TZVPD

As for the SMILES: Cc1noc(C)c1COc1ccc(CC(=O)NCc2ccccc2)cc1. Its frontier orbital gap is 9.20 eV.

Each line ends with the Mulliken charge.
CARTESIAN COORDINATES (ANGSTROEM)
C 1.96 3.61 0.87  -1.446
C 2.46 2.21 0.90  0.632
N 3.18 1.71 -0.07  -0.752
O 3.46 0.42 0.25  -0.187
C 2.91 0.12 1.44  0.343
C 2.25 1.23 1.91  0.932
C 1.48 1.37 3.19  -0.709
H 2.16 1.61 4.01  0.326
O 0.85 0.18 3.59  -0.452
C -0.08 -0.38 2.76  0.142
C -0.61 0.23 1.63  -0.139
C -1.55 -0.44 0.86  -0.325
C -1.97 -1.73 1.19  0.715
C -1.43 -2.33 2.32  -0.775
C -0.51 -1.66 3.10  -0.625
H -0.09 -2.13 3.98  0.444
H -1.74 -3.33 2.59  0.316
C -2.94 -2.47 0.31  -1.212
H -3.16 -3.44 0.73  0.429
C -2.25 -2.67 -1.04  0.683
O -1.44 -3.54 -1.24  -0.661
N -2.61 -1.76 -1.98  -0.161
H -3.25 -1.02 -1.74  0.313
C -1.88 -1.59 -3.22  -1.345
C -1.13 -0.28 -3.21  0.623
C 0.00 -0.14 -2.42  -0.371
C 0.66 1.07 -2.35  -0.330
C 0.19 2.15 -3.07  -0.604
C -0.94 2.03 -3.86  -0.500
C -1.60 0.81 -3.92  -0.544
H -2.48 0.71 -4.54  0.356
H -1.31 2.87 -4.42  0.382
H 0.72 3.10 -3.02  0.437
H 1.55 1.17 -1.75  0.507
H 0.36 -0.99 -1.85  0.499
H -2.59 -1.63 -4.06  0.419
H -1.19 -2.44 -3.29  0.408
H -3.87 -1.91 0.18  0.344
H -1.94 0.05 -0.01  0.343
H -0.31 1.21 1.33  0.439
H 0.75 2.19 3.09  0.390
C 3.08 -1.25 1.97  -1.343
H 3.04 -1.24 3.06  0.329
H 4.02 -1.66 1.63  0.449
H 2.27 -1.89 1.60  0.223
H 2.33 4.10 -0.03  0.389
H 0.87 3.62 0.86  0.292
H 2.31 4.15 1.74  0.379

Which of them is the most stable? Correct choice: #1.

#1
Formula: C32H39BCaN4O5Se2
Source: the OMol25 dataset
Level of theory: wB97M-V/def2-TZVPD

Its frontier orbital gap (alpha / beta) is 4.74 / 4.74 eV.

Each line ends with the Mulliken charge.
CARTESIAN COORDINATES (ANGSTROEM)
Ca 0.03 -1.57 1.36  1.962
N -0.76 -1.54 4.08  -0.451
C -1.84 -0.57 4.15  -0.740
C -2.34 -0.19 2.76  -0.528
N -1.31 0.37 1.91  -0.219
H -1.25 -2.48 4.13  0.167
H -0.26 -1.51 4.99  0.238
H -1.46 0.35 4.60  0.417
H -2.71 -0.90 4.77  0.330
H -3.16 0.54 2.93  0.420
H -2.82 -1.01 2.18  0.305
H -0.79 1.09 2.42  0.059
H -1.78 0.74 1.10  0.079
O -0.15 -0.67 -2.18  -0.209
C -1.24 -1.44 -2.72  1.788
C -1.91 -2.00 -1.39  -0.469
O -2.94 -2.61 -1.66  -0.705
O -1.30 -1.75 -0.34  -0.491
C -2.21 -0.53 -3.49  -0.009
C -3.18 0.28 -2.88  -0.429
C -4.01 1.04 -3.64  -0.522
C -3.89 1.10 -5.01  -0.587
C -2.79 0.52 -5.64  -0.630
C -1.99 -0.40 -4.89  -0.294
C -0.61 -2.60 -3.55  -0.469
C -1.36 -3.51 -4.30  0.179
C -0.74 -4.56 -4.98  -0.897
C 0.62 -4.77 -4.88  -0.333
C 1.41 -3.84 -4.28  -0.901
C 0.81 -2.81 -3.55  -0.313
H 0.32 -0.25 -3.00  0.420
H -3.28 0.21 -1.79  0.344
H -4.76 1.61 -3.11  0.385
H -4.56 1.80 -5.55  0.304
H -2.56 0.72 -6.73  0.298
H -1.22 -0.98 -5.40  0.349
H -2.47 -3.46 -4.28  0.372
H -1.36 -5.28 -5.46  0.411
H 1.07 -5.62 -5.42  0.358
H 2.48 -3.75 -4.46  0.404
H 1.45 -2.23 -2.87  0.577
Se 2.14 -3.92 0.26  0.083
Se 2.90 -2.34 1.80  -0.229
C 3.02 -0.66 0.87  0.503
C 4.33 -0.35 0.38  -0.686
C 4.39 0.83 -0.35  -0.496
C 3.24 1.61 -0.45  -0.870
C 1.95 1.38 0.27  -0.359
N 1.93 0.00 0.76  0.187
C 1.15 -4.75 1.71  0.036
C 1.77 -5.88 2.25  -0.455
C 1.10 -6.61 3.24  -0.319
C -0.20 -6.25 3.50  -0.504
C -0.77 -5.18 2.83  -0.514
N -0.06 -4.27 2.13  0.089
H 5.10 -1.11 0.58  0.346
H 5.33 1.29 -0.68  0.334
H 3.30 2.56 -0.99  0.416
H 1.04 1.48 -0.36  -0.077
H 2.81 -6.10 1.99  0.355
H 1.70 -7.29 3.91  0.333
H -0.85 -6.88 4.11  0.376
H -1.84 -5.09 2.94  0.438
C 1.75 6.25 0.41  -1.792
C 0.81 5.15 0.93  1.360
C -0.60 5.33 0.46  -2.159
O 1.29 3.95 0.16  -0.423
B 1.48 2.88 1.01  0.687
O 1.29 3.22 2.32  -0.558
C 0.93 4.69 2.40  1.904
C -0.29 4.94 3.25  -1.714
C 2.13 5.53 2.94  -1.824
H 1.46 6.55 -0.59  0.410
H 2.78 5.92 0.42  0.401
H 1.74 7.17 1.05  0.321
H -0.66 5.36 -0.60  0.593
H -1.01 6.34 0.76  0.372
H -1.27 4.59 0.91  0.271
H -0.90 4.03 3.17  0.288
H -0.92 5.79 2.96  0.303
H 0.02 5.16 4.27  0.428
H 2.98 5.41 2.25  0.402
H 2.49 5.15 3.97  0.407
H 1.83 6.59 2.96  0.372

#2
Formula: C32H39BCaN4O5Se2
Source: the OMol25 dataset
Level of theory: wB97M-V/def2-TZVPD

Its frontier orbital gap (alpha / beta) is 6.02 / 6.11 eV.

Each line ends with the Mulliken charge.
CARTESIAN COORDINATES (ANGSTROEM)
Ca 2.30 -0.64 -1.02  1.975
N 0.65 -2.40 0.70  -0.134
C -0.34 -2.69 1.75  -1.151
C -1.81 -2.32 1.33  -0.043
N -1.96 -2.08 -0.12  -0.651
H 0.29 -2.96 -0.07  0.174
H 1.40 -3.09 0.84  0.209
H -0.14 -2.13 2.64  0.423
H -0.29 -3.77 2.06  0.312
H -2.11 -1.15 1.66  -0.124
H -2.52 -3.00 1.73  0.589
H -2.92 -1.71 -0.36  0.308
H -1.82 -2.95 -0.66  0.304
O -0.23 -0.55 -1.47  0.156
C -0.61 0.62 -2.22  2.910
C 0.50 1.75 -2.03  0.368
O 0.07 2.91 -2.18  -0.698
O 1.69 1.48 -1.73  -0.878
C -0.60 0.27 -3.72  -0.707
C -0.73 1.40 -4.54  -0.351
C -0.55 1.25 -5.92  -0.847
C -0.25 0.03 -6.46  -0.279
C -0.20 -1.09 -5.64  -0.763
C -0.17 -0.96 -4.24  -0.372
C -1.88 1.23 -1.67  -0.149
C -3.01 1.30 -2.54  -0.741
C -4.11 2.12 -2.20  -0.731
C -4.18 2.80 -1.03  -0.475
C -3.14 2.63 -0.07  -0.552
C -2.05 1.85 -0.40  -0.140
H -0.94 -1.08 -0.85  -0.137
H -1.00 2.34 -4.04  0.460
H -0.61 2.18 -6.50  0.379
H -0.11 0.01 -7.57  0.321
H -0.17 -2.09 -6.12  0.365
H -0.11 -1.83 -3.62  0.316
H -3.10 0.81 -3.53  0.349
H -5.02 2.13 -2.83  0.321
H -5.01 3.52 -0.87  0.340
H -3.24 3.01 0.93  0.311
H -1.25 1.86 0.31  0.436
Se 5.71 -1.02 -1.13  -0.182
Se 4.33 -3.25 -1.91  -0.202
C 3.85 -2.31 -3.44  -0.009
C 3.89 -2.79 -4.76  -0.791
C 3.56 -1.87 -5.71  -0.297
C 3.83 -0.51 -5.37  -0.464
C 3.80 -0.14 -4.04  -0.949
N 3.48 -1.02 -3.07  0.391
C 5.12 -0.43 0.57  0.255
C 6.07 -0.40 1.59  -0.745
C 5.69 0.01 2.85  -0.232
C 4.34 0.33 3.08  -0.678
C 3.45 0.13 2.04  -0.513
N 3.81 -0.25 0.78  -0.423
H 4.03 -3.80 -5.03  0.447
H 3.24 -2.25 -6.64  0.529
H 4.03 0.22 -6.19  0.354
H 4.10 0.81 -3.83  0.547
H 7.07 -0.66 1.23  0.376
H 6.32 0.09 3.73  0.362
H 4.08 0.63 4.11  0.346
H 2.38 0.12 2.21  0.547
C -1.46 -0.24 6.24  -1.678
C -2.30 0.11 5.02  1.366
C -3.80 -0.04 5.43  -1.828
O -2.01 -0.97 4.07  -0.302
B -2.09 -0.51 2.75  0.155
O -2.36 0.83 2.78  -0.250
C -2.08 1.34 4.14  1.345
C -0.66 2.03 4.18  -1.784
C -3.04 2.62 4.32  -1.609
H -1.82 -1.26 6.57  0.425
H -1.78 0.42 7.03  0.431
H -0.32 -0.21 6.16  0.230
H -3.92 -0.78 6.21  0.487
H -4.51 -0.23 4.57  0.226
H -4.09 0.83 6.01  0.419
H 0.09 1.23 4.18  0.284
H -0.47 2.61 5.13  0.371
H -0.59 2.77 3.36  0.452
H -4.11 2.29 4.21  0.348
H -2.70 3.38 3.57  0.469
H -2.91 3.10 5.31  0.370

Which of them is the most stable? Correct choice: #1.